(1)
31
Properties=species:S:1:pos:R:3 method="wB97M-V/def2-TZVPD" multiplicity=1 lumo_ev=9.33 total_charge=-4
Mg -1.38 6.88 -12.46
O -3.13 9.28 -9.45
C -4.09 8.40 -9.79
C -3.82 7.05 -10.55
O -3.27 6.93 -11.82
H -4.93 8.92 -10.35
H -4.60 8.18 -8.79
H -4.76 6.44 -10.48
H -3.16 6.46 -9.86
O -1.17 7.87 -14.17
C -0.87 9.18 -14.63
C -1.38 10.50 -13.96
O -0.82 11.05 -12.88
H -1.37 9.24 -15.62
H 0.23 9.23 -14.75
H -2.48 10.34 -13.88
H -1.32 11.28 -14.79
O -0.74 5.02 -12.55
C 0.53 5.19 -11.93
C 0.78 6.38 -10.96
O -0.03 7.50 -11.06
H 1.24 5.14 -12.78
H 0.85 4.26 -11.39
H 1.80 6.83 -11.04
H 0.80 6.08 -9.88
O 0.03 5.14 -15.50
H 0.06 6.04 -15.85
H -0.20 5.29 -14.56
O -3.04 4.41 -14.23
H -2.48 3.95 -14.86
H -2.48 4.52 -13.44

***

(2)
23
Properties=species:S:1:pos:R:3 method="wB97M-V/def2-TZVPD" smiles=CC[C@H](C)[C@@H](C)[NH3+] multiplicity=1 lumo_ev=-3.57 de_lowest_kcal_mol=43.8 total_charge=+1
C 0.41 -0.88 -2.20
C 0.26 -1.08 -0.70
C -0.60 -0.09 0.11
C -0.81 -0.60 1.54
C 0.02 1.31 0.15
C -0.68 2.32 0.99
N 1.43 -1.42 0.04
H 1.09 -1.60 -2.63
H 0.89 0.13 -2.40
H -0.56 -0.76 -2.70
H -0.44 -2.03 -0.77
H -1.59 0.10 -0.26
H -1.13 -1.63 1.50
H -1.61 -0.05 2.01
H 0.11 -0.61 2.08
H -0.27 1.85 -0.85
H 1.11 1.25 0.16
H -1.62 1.97 1.35
H -0.93 3.24 0.47
H -0.07 2.72 1.80
H 2.05 -0.62 -0.26
H 1.79 -2.28 -0.49
H 1.15 -1.25 1.06

***

(3)
23
Properties=species:S:1:pos:R:3 method="wB97M-V/def2-TZVPD" multiplicity=1 lumo_ev=-5.04 de_lowest_kcal_mol=86.5 total_charge=+1
C 0.22 1.42 -2.47
C -0.43 1.14 -1.10
C -0.39 -0.16 -0.47
C 0.49 1.28 0.16
C -0.34 1.48 1.51
C 0.24 0.22 2.44
N -0.25 -3.98 -0.36
H 1.14 0.83 -2.55
H 0.50 2.46 -2.69
H -0.45 1.07 -3.31
H -1.35 1.74 -0.94
H 0.28 -0.99 -0.76
H -1.32 -0.45 0.02
H 1.47 0.70 0.17
H 0.93 2.21 -0.01
H -1.45 1.49 1.49
H 0.05 2.44 1.90
H -0.11 0.24 3.47
H -0.06 -0.76 1.97
H 1.32 0.34 2.40
H 0.33 -4.31 -1.08
H 0.23 -3.85 0.50
H -1.03 -4.57 -0.28

***

(4)
24
Properties=species:S:1:pos:R:3 method="wB97M-V/def2-TZVPD" smiles=CCNCCCCN multiplicity=1 lumo_ev=1.10 de_lowest_kcal_mol=20.7
C 1.05 0.70 -0.15
C 1.26 0.79 -1.66
C 0.01 1.19 -2.46
N 0.38 1.98 -3.64
C -0.28 0.03 0.30
N -0.06 -1.01 1.28
C -1.00 -1.07 2.38
C -0.75 -2.31 3.21
H 1.84 0.13 0.31
H 1.09 1.72 0.23
H 1.65 -0.14 -2.08
H 2.02 1.54 -1.91
H -0.51 0.30 -2.80
H -0.69 1.74 -1.82
H 1.04 2.70 -3.37
H -0.45 2.41 -4.05
H -0.83 -0.34 -0.57
H -0.90 0.79 0.78
H 0.08 -1.92 0.85
H -2.04 -1.09 2.03
H -0.87 -0.18 2.99
H -0.83 -3.18 2.56
H -1.47 -2.41 4.02
H 0.28 -2.37 3.57

***

(5)
24
Properties=species:S:1:pos:R:3 method="wB97M-V/def2-TZVPD" multiplicity=1 lumo_ev=-1.38 de_lowest_kcal_mol=137.2
C -2.28 0.73 -0.32
N -2.08 -0.66 0.03
C -1.76 -0.96 1.43
C -0.25 -0.64 1.62
N 0.40 -1.09 0.51
C 2.82 0.76 -0.29
C 3.39 -0.65 -0.37
C -2.06 0.90 -1.82
H -3.26 0.99 0.11
H -1.53 1.43 0.12
H -1.52 -1.19 -0.58
H -2.28 -0.44 2.23
H -1.98 -2.03 1.52
H 0.04 -0.91 2.65
H -0.16 0.47 1.47
H 3.59 1.50 0.03
H 2.42 1.07 -1.24
H 1.98 0.82 0.42
H 2.47 -1.26 -0.51
H 3.71 -0.93 0.63
H 4.20 -0.91 -1.07
H -0.96 0.86 -1.99
H -2.36 1.91 -2.09
H -2.55 0.22 -2.50

***

(6)
24
Properties=species:S:1:pos:R:3 method="wB97M-V/def2-TZVPD" smiles=CC(C)CNCCN multiplicity=1 lumo_ev=1.03 de_lowest_kcal_mol=38.1
C 0.51 -1.55 1.23
N 1.28 -0.50 0.51
C 0.77 0.08 -0.73
C 0.05 1.41 -0.52
C -0.83 1.70 -1.77
C 1.10 2.50 -0.19
C -0.99 -1.59 1.09
N -1.57 -3.02 1.05
H 0.77 -1.59 2.29
H 0.96 -2.46 0.80
H 1.63 0.23 1.11
H 1.49 0.16 -1.55
H 0.13 -0.64 -1.25
H -0.69 1.29 0.27
H -1.88 1.52 -1.53
H -0.80 2.74 -2.11
H -0.65 0.96 -2.54
H 1.18 2.49 0.90
H 2.07 2.18 -0.59
H 0.83 3.52 -0.44
H -1.61 -1.20 1.91
H -1.36 -1.30 0.12
H -1.10 -3.54 1.78
H -1.30 -3.39 0.16

***

(7)
24
Properties=species:S:1:pos:R:3 method="wB97M-V/def2-TZVPD" smiles=CCNC[C@@H](C)NC multiplicity=1 lumo_ev=1.14 de_lowest_kcal_mol=29.5
C -0.15 -0.13 -0.47
N -0.95 -0.28 0.73
C -2.16 -1.14 0.61
C -3.44 -0.34 0.79
C 1.40 -0.08 -0.16
N 1.94 1.11 -0.81
C 1.76 2.37 -0.11
C 2.10 -1.29 -0.74
H -0.39 0.82 -0.93
H -0.33 -0.95 -1.17
H -0.48 -0.52 1.59
H -2.13 -1.51 -0.41
H -2.10 -1.95 1.32
H -3.68 -0.11 1.83
H -4.30 -0.86 0.36
H -3.34 0.63 0.30
H 1.43 -0.04 0.92
H 2.90 0.95 -1.09
H 2.08 3.19 -0.73
H 2.19 2.36 0.90
H 0.69 2.52 0.02
H 1.52 -2.21 -0.81
H 2.41 -1.08 -1.75
H 3.03 -1.45 -0.20

***

(8)
24
Properties=species:S:1:pos:R:3 method="wB97M-V/def2-TZVPD" smiles=CCCN(C)CCN multiplicity=1 lumo_ev=1.10 de_lowest_kcal_mol=30.4
C -0.09 1.35 -1.78
C -1.28 2.25 -2.17
C -0.59 0.12 -1.01
N 0.46 -0.51 -0.24
C 1.50 -1.15 -1.04
C -0.05 -1.25 0.91
C -0.35 -0.29 2.11
N 0.43 -0.71 3.25
H 0.49 1.09 -2.65
H 0.61 1.92 -1.16
H -1.97 1.59 -2.69
H -0.99 3.03 -2.87
H -1.73 2.71 -1.30
H -1.36 0.52 -0.34
H -0.98 -0.60 -1.75
H 1.23 -1.20 -2.10
H 2.43 -0.59 -0.91
H 1.73 -2.15 -0.70
H -0.98 -1.73 0.63
H 0.67 -1.96 1.30
H -1.40 -0.54 2.29
H -0.29 0.72 1.71
H 1.37 -0.31 3.20
H 0.08 -0.34 4.13

***

(9)
24
Properties=species:S:1:pos:R:3 method="wB97M-V/def2-TZVPD" multiplicity=1 lumo_ev=1.01 de_lowest_kcal_mol=95.0
C -0.53 0.59 0.00
C 1.51 0.02 -0.14
C -0.67 1.52 1.20
C -2.73 -0.96 -0.04
C 1.72 -0.66 -1.46
C 2.11 -0.70 1.04
N -0.78 -0.72 0.16
N -0.91 1.16 -1.19
H -0.50 -1.12 1.04
H 1.81 1.07 -0.16
H -0.51 0.88 -2.07
H -1.49 1.99 -1.19
H -1.73 1.74 1.35
H -0.31 1.03 2.10
H -0.13 2.45 1.03
H -3.05 -0.53 -0.98
H -3.24 -0.52 0.82
H -2.78 -2.04 -0.08
H 1.35 -1.68 -1.44
H 2.79 -0.71 -1.72
H 1.24 -0.12 -2.28
H 1.69 -1.71 1.14
H 3.19 -0.82 0.92
H 1.94 -0.17 1.98

***

What did we get for DFT total energy? Answer: -1039.70413; -292.65445; -292.58639; -347.69191; -347.50620; -347.66403; -347.67784; -347.67632; -347.57336 hartree, in the order shown.
What did we get for orbital gap? Answer: 3.01; 10.80; 8.04; 9.61; 7.14; 9.47; 9.52; 9.08; 7.76 eV, in the order shown.
What did we get for E_HOMO? Answer: 6.32; -14.37; -13.08; -8.51; -8.52; -8.45; -8.37; -7.98; -6.74 eV, in the order shown.